# 1
{"formula": "C33H60Cl4O24", "method": "wB97M-V/def2-TZVPD", "elements": ["Cl", "C", "C", "Cl", "H", "H", "H", "H", "Cl", "C", "C", "Cl", "H", "H", "H", "H", "C", "C", "O", "C", "O", "O", "H", "H", "H", "H", "C", "C", "O", "C", "O", "O", "H", "H", "H", "H", "C", "C", "O", "C", "O", "O", "H", "H", "H", "H", "C", "C", "O", "C", "O", "O", "C", "H", "H", "H", "H", "H", "H", "H", "H", "C", "C", "O", "C", "O", "O", "C", "H", "H", "H", "H", "H", "H", "H", "H", "C", "C", "O", "C", "O", "O", "C", "H", "H", "H", "H", "H", "H", "H", "H", "C", "C", "O", "C", "O", "O", "C", "H", "H", "H", "H", "H", "H", "H", "H", "C", "C", "O", "C", "O", "O", "C", "H", "H", "H", "H", "H", "H", "H", "H"], "coordinates": [[1.707, 0.348, 2.101], [-0.018, 0.502, 1.671], [-0.082, 1.449, 0.482], [-1.729, 1.711, -0.184], [-0.527, 0.988, 2.502], [-0.521, -0.446, 1.524], [0.487, 0.975, -0.319], [0.302, 2.435, 0.714], [4.091, 2.165, 6.538], [4.778, 2.310, 4.924], [4.518, 1.045, 4.127], [5.201, 1.314, 2.502], [5.859, 2.410, 4.966], [4.394, 3.155, 4.359], [3.470, 0.789, 4.053], [5.072, 0.245, 4.610], [-4.287, 3.618, 2.571], [-5.398, 2.650, 2.086], [-4.928, 1.379, 2.519], [-3.641, 1.484, 2.912], [-2.931, 0.577, 3.116], [-3.291, 2.753, 3.141], [-4.635, 4.373, 3.269], [-3.827, 4.116, 1.717], [-5.445, 2.642, 1.002], [-6.333, 2.939, 2.554], [0.249, -4.648, 0.502], [0.101, -3.225, 0.985], [0.676, -2.468, -0.055], [1.368, -3.286, -0.880], [1.940, -2.903, -1.838], [1.298, -4.549, -0.458], [-0.638, -4.926, -0.051], [0.396, -5.382, 1.287], [0.717, -3.045, 1.879], [-0.911, -2.978, 1.302], [-0.235, -0.060, -3.118], [-0.161, -0.522, -4.593], [-1.189, 0.184, -5.292], [-1.856, 0.960, -4.415], [-2.697, 1.750, -4.682], [-1.416, 0.751, -3.163], [0.669, 0.466, -2.821], [-0.499, -0.830, -2.407], [-0.493, -1.561, -4.631], [0.828, -0.412, -5.020], [4.392, 4.730, -5.173], [4.091, 3.244, -5.174], [2.679, 3.017, -5.302], [1.862, 2.871, -4.257], [0.722, 2.547, -4.387], [2.461, 3.262, -3.127], [1.670, 3.310, -1.942], [5.409, 4.950, -4.847], [3.735, 5.235, -4.465], [4.248, 5.143, -6.172], [4.433, 2.810, -4.233], [4.576, 2.725, -5.994], [2.319, 3.466, -1.084], [1.173, 2.356, -1.769], [1.003, 4.171, -1.900], [4.085, 0.989, -1.479], [4.166, -0.196, -0.528], [5.577, -0.437, -0.336], [5.890, -1.409, 0.485], [5.134, -2.131, 1.057], [7.204, -1.520, 0.484], [7.697, -2.691, 1.150], [4.537, 1.865, -1.001], [3.054, 1.327, -1.635], [4.553, 0.833, -2.448], [3.706, -1.092, -0.944], [3.685, 0.097, 0.400], [7.419, -3.576, 0.583], [7.333, -2.756, 2.172], [8.772, -2.536, 1.165], [-5.273, -5.482, -3.044], [-4.324, -5.000, -1.941], [-4.850, -3.836, -1.310], [-4.216, -2.678, -1.302], [-3.108, -2.470, -1.738], [-5.004, -1.842, -0.667], [-4.517, -0.537, -0.347], [-4.881, -6.374, -3.523], [-5.308, -4.690, -3.793], [-6.246, -5.637, -2.581], [-3.355, -4.876, -2.425], [-4.260, -5.710, -1.117], [-3.472, -0.537, -0.055], [-5.145, -0.144, 0.449], [-4.706, 0.111, -1.206], [-6.351, -6.522, 0.671], [-6.110, -5.710, 1.944], [-4.821, -5.110, 1.861], [-4.470, -4.288, 2.846], [-5.167, -4.026, 3.778], [-3.224, -3.889, 2.645], [-2.721, -2.830, 3.482], [-5.420, -6.978, 0.349], [-6.796, -5.837, -0.048], [-7.096, -7.288, 0.883], [-6.183, -6.359, 2.816], [-6.872, -4.933, 1.979], [-2.069, -2.215, 2.876], [-2.160, -3.273, 4.306], [-3.538, -2.273, 3.933], [4.278, 3.928, 1.135], [2.955, 4.124, 1.838], [2.017, 4.724, 0.950], [0.810, 4.949, 1.455], [0.458, 4.743, 2.579], [0.077, 5.378, 0.446], [-1.315, 5.461, 0.639], [4.748, 4.896, 0.961], [4.085, 3.450, 0.175], [4.959, 3.338, 1.742], [3.118, 4.718, 2.745], [2.547, 3.190, 2.242], [-1.827, 5.762, -0.269], [-1.504, 6.213, 1.409], [-1.759, 4.514, 0.947]], "forces_ev_per_angstrom": [[-0.246, -0.328, -0.021], [-0.827, 1.427, 0.526], [0.092, -0.792, -0.577], [0.065, -0.104, 0.432], [0.148, -0.173, 0.184], [0.381, -0.241, -0.342], [0.007, 0.317, -0.080], [0.200, -0.076, 0.133], [-0.083, 0.158, 0.155], [0.314, -0.308, -1.008], [0.356, 0.029, 0.585], [0.113, -1.034, 0.253], [0.026, 0.238, 0.398], [-0.297, 0.251, 0.438], [-0.099, 0.046, -0.108], [-0.109, -0.281, -0.229], [0.208, -0.100, -0.748], [0.764, 0.776, 0.342], [-0.178, -0.017, -0.206], [-0.920, 0.922, 0.425], [1.144, -1.839, 0.232], [-0.480, 0.782, -0.330], [0.138, -0.210, 0.307], [-0.030, 0.109, 0.103], [-0.321, 0.026, -0.066], [-0.269, -0.517, -0.113], [-0.971, 0.183, -0.336], [0.921, -0.337, 1.836], [-0.659, 0.558, -0.408], [-0.391, 0.286, 0.492], [0.637, 0.254, -0.787], [0.345, -0.723, 0.257], [-0.354, -0.245, -0.110], [0.585, -0.017, -0.083], [0.015, -0.100, -0.107], [-0.158, 0.275, -0.865], [-1.065, -0.054, -0.987], [-0.581, -1.438, 0.759], [0.451, 0.479, 0.190], [0.755, 0.278, 0.195], [-0.589, -0.008, -0.317], [0.344, 0.559, 0.521], [-0.240, 0.395, 0.118], [0.440, -0.489, 0.022], [0.509, -0.133, -0.141], [-0.103, 0.299, -0.355], [-0.088, 0.075, -0.099], [0.216, 0.310, 1.007], [-0.121, -0.606, -0.610], [0.463, 1.080, -0.337], [-0.291, -0.399, 0.243], [0.200, 0.086, 0.443], [-0.046, 0.017, 0.705], [0.093, -0.218, -0.130], [-0.091, 0.017, -0.083], [-0.058, 0.136, 0.069], [0.023, -0.116, -0.109], [-0.170, -0.048, -0.135], [0.427, -0.069, -0.352], [-0.388, 0.258, -0.301], [-0.289, -0.267, -0.521], [-0.297, 0.525, 0.352], [0.052, 0.523, -0.769], [-0.522, 0.954, -0.320], [0.168, -0.218, -0.690], [-0.919, -0.622, 0.818], [0.842, -0.200, 0.335], [0.308, 0.452, 0.019], [0.315, -0.237, -0.159], [0.114, -0.613, -0.037], [0.047, -0.181, 0.024], [-0.039, 0.002, 0.134], [0.144, -0.362, 0.183], [0.030, -0.089, 0.068], [-0.159, -0.014, -0.047], [0.050, -0.258, -0.047], [0.271, 0.805, 0.831], [0.124, -0.705, -0.507], [-0.669, -0.415, -0.379], [1.080, -0.372, -0.113], [-0.179, 0.195, 0.043], [-0.487, 0.574, 0.667], [-0.446, 0.438, -0.519], [-0.094, -0.197, 0.127], [-0.308, -0.071, -0.070], [-0.186, -0.183, -0.429], [0.187, 0.534, 0.553], [0.219, -0.189, -0.233], [0.060, -0.087, -0.101], [0.070, -0.359, 0.232], [0.474, -0.024, -0.078], [-0.206, 0.566, 0.687], [-0.616, -0.369, -0.361], [0.596, -0.091, -0.571], [-0.229, -0.694, -0.061], [-0.425, 0.574, 0.780], [0.573, 0.448, -0.508], [-0.294, -0.572, 0.670], [-0.086, -0.075, -0.273], [0.383, -0.232, -0.494], [0.080, -0.113, -0.035], [0.160, 0.246, 0.210], [0.072, 0.051, 0.445], [-0.131, 0.176, -0.068], [0.108, -0.035, -0.105], [-0.005, 0.202, -0.292], [-0.372, 0.709, -0.335], [0.658, -0.434, 1.323], [0.616, 0.090, 0.070], [0.218, -0.361, -0.238], [-0.280, -0.015, 0.470], [-0.272, 0.085, -1.192], [-0.909, 0.453, 0.961], [-0.063, 0.059, -0.188], [0.331, -0.101, 0.056], [-0.311, 0.364, -0.321], [-0.285, 0.400, -0.262], [-0.053, -0.108, -0.431], [0.512, 0.087, -0.314], [-0.206, -0.121, 0.000], [0.316, -0.134, 0.116]], "energy_ha": -4940.01528, "smiles": "CCOC(=O)OC.CCOC(=O)OC.CCOC(=O)OC.CCOC(=O)OC.CCOC(=O)OC.O=C1OCCO1.O=C1OCCO1.O=C1OCCO1.ClCCCl.ClCCCl", "orbital_gap_ha": 0.3897}


# 2
{"formula": "C24H25N3O5", "method": "wB97M-V/def2-TZVPD", "elements": ["C", "H", "O", "C", "C", "C", "C", "C", "C", "H", "H", "O", "C", "H", "H", "H", "N", "C", "O", "C", "O", "C", "C", "N", "C", "C", "C", "C", "C", "C", "H", "H", "H", "H", "C", "H", "H", "C", "O", "N", "C", "C", "H", "C", "C", "H", "H", "H", "H", "H", "H", "H", "H", "H", "H", "H", "H"], "coordinates": [[-6.824, -2.359, -1.888], [-7.502, -2.473, -1.036], [-5.520, -2.038, -1.473], [-5.325, -0.877, -0.786], [-4.006, -0.615, -0.408], [-3.690, 0.533, 0.293], [-4.705, 1.452, 0.635], [-6.005, 1.184, 0.255], [-6.320, 0.028, -0.451], [-7.349, -0.140, -0.726], [-6.803, 1.867, 0.500], [-4.293, 2.559, 1.333], [-5.254, 3.523, 1.683], [-4.707, 4.304, 2.209], [-5.735, 3.951, 0.798], [-6.018, 3.105, 2.347], [-2.397, 0.843, 0.699], [-1.242, 0.174, 0.497], [-1.100, -0.864, -0.121], [-0.075, 0.955, 1.116], [-0.237, 2.141, 1.372], [1.186, 0.277, 1.299], [2.389, 0.959, 1.331], [3.422, 0.106, 1.478], [2.923, -1.173, 1.594], [3.593, -2.371, 1.806], [2.835, -3.518, 1.910], [1.444, -3.472, 1.816], [0.774, -2.286, 1.610], [1.513, -1.113, 1.479], [-0.300, -2.271, 1.532], [0.883, -4.390, 1.912], [3.325, -4.466, 2.076], [4.668, -2.411, 1.904], [4.804, 0.491, 1.410], [5.091, 1.060, 2.302], [5.427, -0.404, 1.354], [5.094, 1.394, 0.199], [5.638, 2.472, 0.338], [4.717, 0.928, -1.000], [4.124, -0.354, -1.333], [4.343, -0.468, -2.841], [5.345, -0.845, -3.049], [4.222, 0.983, -3.300], [4.936, 1.743, -2.188], [6.011, 1.827, -2.378], [4.546, 2.749, -2.023], [3.172, 1.273, -3.342], [4.673, 1.158, -4.273], [3.615, -1.125, -3.310], [3.051, -0.354, -1.110], [4.595, -1.169, -0.781], [2.547, 2.015, 1.217], [-2.296, 1.738, 1.173], [-3.235, -1.318, -0.674], [-7.226, -1.605, -2.573], [-6.741, -3.311, -2.410]], "forces_ev_per_angstrom": [[-0.182, -0.035, -0.051], [0.022, 0.022, -0.030], [0.304, 0.092, 0.104], [-0.091, 0.259, 0.138], [-0.062, -0.102, -0.075], [-0.347, -0.174, -0.160], [-0.082, -0.041, -0.045], [0.278, 0.255, 0.196], [-0.055, -0.406, -0.241], [-0.081, -0.055, -0.046], [-0.027, 0.094, 0.049], [0.247, -0.421, -0.190], [-0.139, 0.195, 0.084], [-0.097, -0.023, -0.029], [0.014, -0.037, 0.027], [0.027, 0.001, -0.042], [0.043, 0.536, 0.368], [-0.448, 0.113, -0.162], [0.070, 0.068, 0.071], [0.151, 0.621, 0.133], [0.053, -0.424, -0.104], [0.627, 0.101, 0.025], [-0.666, 0.040, -0.115], [-0.203, -0.021, 0.052], [-0.548, -0.435, 0.063], [0.168, -0.043, 0.003], [0.163, 0.029, -0.019], [-0.183, -0.030, 0.027], [0.047, -0.193, 0.020], [0.406, 0.003, 0.016], [-0.052, -0.027, -0.011], [-0.067, -0.073, 0.007], [0.054, -0.066, 0.014], [0.087, -0.011, 0.012], [0.507, 0.402, 0.083], [0.014, -0.124, -0.197], [-0.094, 0.055, 0.018], [-0.069, -0.367, 0.256], [0.164, 0.273, 0.181], [0.000, 0.114, -0.303], [-0.255, -0.492, 0.031], [-0.064, 0.061, 0.066], [0.028, -0.040, -0.007], [0.097, -0.069, 0.100], [0.138, 0.416, -0.140], [-0.073, 0.068, -0.014], [0.089, -0.044, -0.049], [-0.036, 0.025, -0.030], [-0.032, 0.050, -0.037], [0.017, -0.074, 0.005], [0.054, -0.079, 0.036], [-0.078, 0.003, 0.000], [0.060, 0.209, -0.030], [0.089, -0.222, -0.112], [0.063, -0.030, -0.012], [0.010, -0.016, 0.039], [-0.060, 0.067, 0.027]], "energy_ha": -1470.05009, "smiles": "COc1ccc(OC)c(NC(=O)C(=O)c2cn(CC(=O)N3CCCC3)c3ccccc23)c1", "orbital_gap_ha": 0.2883}